Record 1
An isolated molecule of C24H30N4O7S2 in a non-equilibrium geometry, computed with wB97M-V/def2-TZVPD.

Output
E_HOMO = -8.72 eV
E_tot = -2474.66413 Eh
SMILES string = Cc1ccc(S(=O)(=O)NCC(=O)OCC(=O)Nc2cccc(S(=O)(=O)NC3=NCCCCC3)c2)cc1C
frontier orbital gap = 9.0 eV

```
67
Properties=species:S:1:pos:R:3:forces:R:3:nbo_charge:R:1
C -6.17910 -1.03333 0.78230 0.04 0.00 0.00 -0.66
C -4.70258 -1.26811 0.83807 0.12 -0.08 -0.02 0.11
C -4.17923 -2.51026 0.49820 0.09 0.06 -0.02 -0.23
C -2.81639 -2.75131 0.53553 -0.03 -0.12 -0.06 -0.20
C -1.97780 -1.73094 0.93569 0.49 -0.28 -0.02 -0.34
C -2.47173 -0.48968 1.28571 -0.02 0.13 0.07 -0.18
C -3.83744 -0.23935 1.23253 0.23 -0.19 -0.06 -0.02
C -4.35040 1.11688 1.59294 0.04 0.03 0.05 -0.65
H -5.01410 1.49652 0.81796 -0.07 0.09 -0.04 0.22
H -4.91743 1.07465 2.52248 -0.09 0.06 0.07 0.22
H -3.52082 1.80768 1.71692 -0.08 0.08 0.03 0.25
H -1.79454 0.29239 1.59236 0.05 0.15 0.06 0.26
S -0.21360 -1.94462 0.93202 -0.25 -0.65 0.36 2.30
O 0.36715 -1.40791 2.12377 -0.23 -0.09 0.23 -0.92
O 0.30651 -1.44107 -0.32527 -0.39 -0.18 -0.19 -0.98
N 0.00176 -3.62414 0.93740 -0.32 0.98 0.11 -0.84
H 0.58510 -3.86335 1.72659 0.02 0.11 0.23 0.42
C 0.50575 -4.14677 -0.31039 0.12 0.14 -0.47 -0.33
C 1.83840 -3.54236 -0.74447 -0.07 -0.38 -0.52 0.80
O 2.22673 -3.51147 -1.87801 -0.11 -0.06 0.04 -0.58
O 2.53679 -3.11689 0.31500 0.05 0.11 0.40 -0.53
C 3.84393 -2.59981 0.08304 0.69 0.01 -0.23 -0.18
H 4.55121 -3.20816 0.65363 -0.13 0.18 -0.07 0.22
C 4.02918 -1.13618 0.50409 -0.32 -0.52 -0.07 0.66
O 5.12179 -0.74434 0.84758 0.24 0.00 0.01 -0.60
N 2.90802 -0.39094 0.39956 -0.40 -0.17 -0.12 -0.61
C 2.74159 0.95697 0.70352 -0.03 0.55 0.09 0.16
C 1.44746 1.46999 0.62351 0.18 -0.24 0.10 -0.25
C 1.23026 2.80648 0.86226 -0.51 0.18 0.01 -0.25
C 2.25760 3.66759 1.19273 0.03 0.24 0.06 -0.22
C 3.53926 3.15013 1.30060 -0.23 0.03 -0.05 -0.19
C 3.78795 1.81067 1.05196 0.13 -0.11 0.01 -0.21
H 4.78863 1.41729 1.12428 0.00 0.00 -0.01 0.26
H 4.35843 3.79881 1.57033 0.06 0.05 0.03 0.22
H 2.03721 4.70862 1.36444 0.05 0.14 0.04 0.24
S -0.41954 3.42752 0.59436 -0.04 0.47 -0.26 2.31
O -1.38781 2.53620 1.16604 0.30 -0.30 -0.16 -0.96
O -0.49656 4.81272 0.94329 0.40 -0.06 -0.16 -0.93
N -0.55801 3.36822 -1.09014 -0.24 0.83 1.12 -0.86
C -0.43082 2.13417 -1.73670 0.18 -0.93 -0.39 0.44
N 0.57111 1.97579 -2.49011 -0.11 0.63 0.32 -0.46
C 0.75461 0.74961 -3.22483 0.01 -0.13 -0.42 -0.24
C -0.33406 0.48131 -4.26907 0.07 -0.20 0.20 -0.41
C -1.61343 -0.10632 -3.67766 -0.07 0.30 -0.17 -0.39
C -2.34646 0.84888 -2.73844 0.11 -0.23 0.02 -0.38
H -2.57873 1.77902 -3.26203 -0.11 0.02 -0.01 0.20
H -3.29065 0.38692 -2.43866 -0.02 0.07 0.01 0.21
C -1.54272 1.15928 -1.47108 -0.13 -0.05 -0.15 -0.52
H -2.19394 1.57720 -0.70697 0.04 -0.13 -0.05 0.25
H -1.11053 0.22525 -1.10202 -0.06 0.06 0.05 0.24
H -2.28425 -0.38192 -4.49610 0.00 -0.08 0.04 0.21
H -1.36312 -1.01867 -3.12976 -0.03 -0.10 0.00 0.19
H -0.56013 1.41579 -4.78772 0.04 0.01 -0.09 0.20
H 0.06548 -0.22276 -5.00205 0.01 0.04 -0.05 0.21
H 1.72060 0.85122 -3.72794 -0.10 -0.20 0.06 0.20
H 0.81070 -0.10242 -2.53519 0.08 -0.02 -0.02 0.20
H 0.08279 4.05346 -1.47126 0.18 0.07 -0.09 0.42
H 0.61964 0.82439 0.38567 -0.05 -0.13 -0.06 0.24
H 2.04538 -0.85385 0.11917 0.36 -0.02 0.04 0.44
H 4.07782 -2.68250 -0.98667 0.00 0.03 0.26 0.24
H 0.63045 -5.23052 -0.22666 -0.04 0.12 0.00 0.24
H -0.22209 -3.93834 -1.09720 0.20 -0.17 -0.05 0.24
H -2.41137 -3.71496 0.27460 -0.03 -0.14 -0.01 0.23
H -4.84863 -3.30212 0.19538 -0.06 -0.08 -0.02 0.21
H -6.70775 -1.94251 0.50933 -0.06 -0.03 -0.01 0.22
H -6.54601 -0.69047 1.74824 -0.10 0.04 0.05 0.22
H -6.41412 -0.26194 0.04986 -0.09 0.07 -0.03 0.22
```
Positions in Å, forces in eV/Å.

---

Record 2
A structure of composition C24H31BN13OSTi in a non-equilibrium geometry, computed with wB97M-V/def2-TZVPD.

Output
E_HOMO (alpha / beta) = -6.77 / -7.54 eV
E_tot = -2992.92177 Eh
<S²> = 0.754
energy relative to the best compared isomer or geometry (same formula, charge and spin) = 70.4 kJ/mol
2S+1 = 2
frontier orbital gap (alpha / beta) = 6.8 / 7.5 eV

```
72
Properties=species:S:1:pos:R:3:forces:R:3:lowdin_spin:R:1
Ti -0.92038 0.07596 -0.30451 3.67 0.87 -1.47 0.88
C 2.23629 0.67533 -3.47240 0.03 -0.01 0.01 0.00
C 0.94264 0.51997 -2.97708 0.12 -0.03 -0.03 0.00
N 0.94661 0.36160 -1.65708 0.30 -0.06 -0.17 0.00
N 2.25159 0.40933 -1.28343 0.31 0.18 -0.12 0.00
C 3.04239 0.59568 -2.35806 -0.13 -0.05 0.02 0.00
B 2.60950 0.23786 0.20588 -0.33 -0.14 -0.18 0.00
N 1.77559 1.29683 0.99083 0.20 0.08 0.14 0.00
C 2.26604 2.38030 1.62132 -0.08 0.06 -0.02 0.00
C 1.20862 3.10580 2.12249 -0.09 0.06 -0.01 0.00
C 0.08316 2.38230 1.73230 0.22 0.02 0.05 0.00
N 0.42704 1.29521 1.04182 0.08 0.26 0.36 0.01
N 2.17549 -1.17910 0.61907 0.19 -0.07 0.08 0.00
C 2.88969 -2.19480 1.14685 0.01 -0.13 -0.03 0.00
C 2.03738 -3.26146 1.32580 0.00 0.01 0.02 0.00
C 0.79928 -2.79320 0.87102 0.02 -0.01 0.00 0.00
N 0.89812 -1.54369 0.43811 -0.01 0.00 -0.07 0.00
N 4.07154 0.42847 0.59375 0.08 0.01 0.29 0.00
C 4.51240 0.31993 1.87656 0.04 -0.05 -0.06 0.00
C 5.85254 0.60931 1.89163 0.00 0.03 0.07 0.00
C 6.15445 0.89660 0.54836 -0.06 -0.02 0.01 0.00
N 5.08511 0.78904 -0.21845 0.01 0.07 -0.26 0.00
H 2.53699 0.82084 -4.49512 0.02 0.00 0.01 0.00
H 0.02562 0.52929 -3.53595 -0.07 -0.03 0.08 0.00
H 4.10660 0.65912 -2.23843 0.07 0.01 0.03 0.00
H 3.32229 2.57714 1.67790 0.01 -0.07 -0.04 0.00
H 1.24287 4.02458 2.68168 0.02 -0.03 0.01 0.00
H -0.94471 2.61912 1.92985 -0.08 -0.03 -0.05 0.00
H 3.94411 -2.11053 1.34552 -0.03 0.05 -0.02 0.00
H 2.27762 -4.23160 1.72482 0.00 0.00 -0.01 0.00
H -0.14782 -3.30764 0.84447 -0.03 0.05 -0.05 0.00
H 3.83924 0.04475 2.67254 0.01 0.02 0.00 0.00
H 6.51638 0.62120 2.73889 -0.03 -0.02 0.00 0.00
H 7.10259 1.17354 0.11579 -0.02 0.00 -0.03 0.00
N -4.19414 2.53203 -2.69670 0.03 -0.09 -0.10 0.00
C -3.41126 1.68760 -1.94758 0.55 -0.46 -0.10 0.00
S -2.39026 0.63754 -2.94509 -0.40 0.31 0.25 0.01
N -3.40730 1.84772 -0.68041 -0.73 0.65 0.05 0.00
N -2.56876 1.13638 0.15083 -1.52 0.91 1.29 -0.01
C -2.93314 1.30156 1.39505 -0.24 0.04 -0.82 0.04
C -2.41882 0.55389 2.49260 0.40 -0.49 0.36 0.00
C -2.64527 0.94795 3.82039 -0.02 0.08 -0.16 0.01
C -2.17127 0.19580 4.86837 -0.02 0.07 0.21 0.00
C -1.50069 -1.00242 4.61237 -0.01 0.01 -0.23 0.01
C -1.29544 -1.43180 3.31703 0.08 -0.15 0.12 0.00
C -1.71529 -0.64945 2.23632 -0.45 0.26 0.24 0.01
O -1.51311 -1.02119 0.99136 -1.14 -1.41 1.89 0.00
H -4.47958 2.17500 -3.59382 -0.09 0.01 0.02 0.00
H -4.90901 3.01409 -2.17407 0.05 0.07 0.01 0.00
H -3.72403 2.02764 1.56727 -0.07 -0.05 0.04 0.00
H -3.18403 1.87027 4.00834 -0.01 -0.01 0.00 0.00
H -2.31898 0.52616 5.88808 -0.03 -0.01 -0.02 0.00
H -1.13666 -1.60439 5.43497 -0.02 0.00 0.01 0.00
H -0.79244 -2.36710 3.11420 0.05 0.02 -0.02 0.00
C -0.75217 -2.71417 -2.41483 -0.18 0.22 0.05 0.00
C -2.08135 -1.95315 -2.35042 -0.19 -0.28 -0.26 0.01
C -3.05067 -2.63325 -1.36813 0.17 0.20 -0.12 0.00
C -2.70869 -2.05361 -3.74593 0.01 0.15 0.11 0.00
N -1.79135 -0.54113 -1.91785 -0.76 -0.86 -1.53 0.02
H -0.92648 -3.77153 -2.62588 0.01 0.03 0.01 0.00
H -0.22117 -2.62227 -1.47727 0.18 -0.06 0.15 0.00
H -0.12164 -2.29433 -3.20010 0.04 -0.01 0.01 0.00
H -3.06127 -3.71371 -1.52953 -0.06 0.02 -0.04 0.00
H -4.06174 -2.24778 -1.51876 0.00 0.01 0.07 0.00
H -2.75691 -2.43712 -0.34270 0.04 -0.04 0.15 0.00
H -2.82621 -3.10628 -4.00571 0.02 -0.01 0.02 0.00
H -2.07228 -1.57869 -4.49591 -0.03 -0.06 -0.07 0.00
H -3.68949 -1.57936 -3.77446 -0.01 -0.05 -0.08 0.00
N -0.60088 2.74685 -1.24656 -0.18 -0.04 -0.02 0.00
H -0.85820 2.85460 -2.22207 0.02 -0.01 -0.01 0.00
H 0.34274 3.10264 -1.13752 0.03 -0.10 0.05 0.00
H -1.21967 3.33792 -0.70264 0.02 0.08 -0.03 0.00
```
Positions in Å, forces in eV/Å.

---

Record 3
A structure of composition C24H31EuO8SbSe4 in a non-equilibrium geometry, computed with wB97M-V/def2-TZVPD.

Output
E_HOMO (alpha / beta) = -5.13 / -6.70 eV
E_tot = -12091.12727 Eh
<S²> = 15.781
2S+1 = 8
frontier orbital gap (alpha / beta) = 5.2 / 4.4 eV

```
69
Properties=species:S:1:pos:R:3:forces:R:3:lowdin_spin:R:1
Eu -5.37133 -6.18870 -18.20354 -0.67 -0.07 0.17 3.01
C -4.38114 -8.35782 -20.61499 0.48 -0.40 0.36 0.00
C -3.11085 -7.57124 -20.42112 0.94 -0.14 -0.61 0.00
O -3.19740 -6.95535 -19.11501 0.75 0.09 -0.12 0.00
C -2.16221 -5.96137 -18.84713 -1.38 -0.21 -1.46 0.00
C -2.65981 -4.64270 -19.37949 -0.66 0.44 0.45 0.04
O -3.78792 -4.18507 -18.52546 1.95 -1.61 -0.59 0.00
C -4.35238 -3.01262 -19.00294 -2.26 0.98 0.07 0.00
C -5.74726 -3.27818 -19.55225 0.61 0.42 -1.14 0.02
O -6.47597 -3.93619 -18.56408 -1.40 0.02 0.49 0.00
C -7.91559 -3.89072 -18.69990 0.29 0.03 2.22 0.00
C -8.44215 -4.76316 -19.75019 -1.21 -2.26 -1.57 0.00
O -7.74199 -6.03910 -19.70676 -0.34 1.68 1.98 0.00
C -7.63064 -6.62651 -20.94833 -0.56 -2.49 -0.21 0.00
C -6.76891 -7.87912 -20.71382 -0.53 -0.45 -1.27 0.01
O -5.46147 -7.51066 -20.26622 -0.56 0.21 -0.75 0.00
H -4.27752 -9.14370 -19.87244 -0.58 -0.54 0.10 0.00
H -4.45862 -8.80045 -21.63107 -0.01 0.51 0.56 0.01
H -2.95569 -6.81692 -21.24155 -0.08 -0.57 0.84 0.00
H -2.28644 -8.34583 -20.40041 -0.52 1.04 -0.18 0.00
H -1.25325 -6.27128 -19.32326 0.58 -0.04 -0.33 0.00
H -2.01739 -5.94023 -17.80148 0.12 0.04 1.24 0.00
H -3.01791 -4.74183 -20.40253 -0.30 -0.30 -0.15 0.03
H -1.90995 -3.86202 -19.45805 0.27 0.12 0.53 0.01
H -3.82779 -2.57531 -19.81570 0.98 0.55 -0.54 0.00
H -4.48660 -2.33438 -18.17546 0.40 0.44 0.35 0.00
H -5.59408 -3.90217 -20.43352 -0.27 -0.44 -0.34 0.02
H -6.27061 -2.37867 -19.93372 0.42 -0.16 0.44 0.01
H -8.29842 -2.86853 -18.80116 0.30 -0.05 -0.04 0.00
H -8.26641 -4.29018 -17.71872 0.20 0.41 -0.57 0.00
H -8.36617 -4.41591 -20.77739 0.39 0.56 -0.09 0.00
H -9.54818 -4.97772 -19.63864 1.04 0.41 0.29 0.00
H -7.18112 -5.93612 -21.62299 0.30 0.34 -0.95 0.00
H -8.64248 -6.99618 -21.30658 1.00 0.49 0.09 0.00
H -6.72175 -8.48394 -21.66047 0.14 0.63 0.78 0.01
H -7.25962 -8.48878 -19.95109 0.09 -0.04 0.10 0.00
O -8.31891 -9.26373 -15.80692 0.01 0.22 -0.22 0.00
C -7.42382 -8.42862 -15.05312 0.70 -0.92 -1.48 0.00
C -6.43803 -7.84934 -16.16663 -0.08 0.94 0.59 0.00
O -6.16054 -8.48298 -17.22213 -0.97 -0.23 0.56 0.00
O -5.91999 -6.71577 -15.95421 0.06 0.30 0.60 0.00
C -8.25259 -7.52251 -14.09829 1.25 2.01 -0.50 0.00
C -9.30306 -8.07928 -13.42260 -0.29 0.40 -0.01 0.00
C -10.10325 -7.29740 -12.59877 -1.00 -1.43 -0.13 0.00
C -9.92827 -5.93915 -12.45287 -1.22 -0.91 0.26 0.00
C -8.84391 -5.36174 -13.02316 2.12 -0.19 -0.95 0.00
C -7.97115 -6.14970 -13.80185 1.26 -0.56 -0.84 0.00
C -6.49663 -9.30012 -14.18685 -0.52 -0.42 -0.27 0.00
C -5.53090 -8.70564 -13.40706 0.88 1.10 -0.12 0.00
C -4.86857 -9.42850 -12.44231 0.78 0.11 1.45 0.00
C -5.12349 -10.78553 -12.25534 0.04 0.60 0.92 0.00
C -5.95855 -11.40698 -13.14442 -0.97 -1.26 -0.07 0.00
C -6.66269 -10.67369 -14.09239 -0.09 0.04 -0.06 0.00
H -7.96912 -9.32680 -16.72989 -0.07 0.06 1.06 0.00
H -9.52653 -9.09560 -13.62816 -0.35 -0.84 0.16 0.00
H -10.95631 -7.82758 -12.14868 0.34 0.55 -0.05 0.00
H -10.71709 -5.40077 -11.96534 0.08 0.44 0.47 0.00
H -8.58751 -4.33451 -12.82474 -0.03 0.24 -0.15 0.00
H -6.98297 -5.77162 -14.20775 -1.60 -0.09 0.50 0.00
H -5.25139 -7.65735 -13.59235 -0.41 -0.39 0.35 0.00
H -4.20381 -8.93497 -11.69290 -0.51 -0.25 -0.95 0.00
H -4.82416 -11.24465 -11.30328 0.29 -0.13 -0.79 0.00
H -6.21616 -12.47874 -13.03921 0.33 0.71 -0.04 0.00
H -7.39430 -11.17657 -14.70341 -0.08 0.05 -0.14 0.00
Se -6.15672 -2.57030 -23.05663 -0.77 0.43 0.23 1.06
Sb -4.16883 -4.04102 -23.50387 -0.19 0.90 -0.38 0.66
Se -2.07891 -3.24562 -22.40848 1.59 0.62 0.67 1.14
Se -4.46616 -5.73767 -25.51895 -0.39 -1.04 0.68 0.46
Se -5.06603 -6.58843 -23.26552 -0.13 -0.72 -1.49 0.50
```
Positions in Å, forces in eV/Å.